30
Properties=species:S:1:pos:R:3:forces:R:3:mulliken_charge:R:1 method="wB97M-V/def2-TZVPD" lumo_ev=0.672 relative_energy_kcal_mol=35.1 e_homo_ev=-8.65 homo_lumo_gap_ev=9.32 smiles="CCN(C)C(C)=O.Cc1c[nH]cn1" total_energy_ev=-16125.031
C 1.348983 -0.352123 -0.152300 0.8 -1.9 0.0 -0.75
C 1.979445 1.040427 -0.501838 0.5 -1.6 1.0 -0.45
N 2.402547 1.646551 0.773748 -0.2 1.1 -0.9 -0.07
C 3.810929 1.452044 1.176824 -1.8 -1.5 0.8 -1.12
C 1.558803 2.391992 1.576367 2.0 2.6 -2.8 0.85
C 0.254005 2.811728 0.909580 -0.5 -0.9 0.8 -1.09
O 2.041399 3.127984 2.427397 -0.5 -1.0 1.3 -0.66
H 1.381592 -0.333410 0.974480 -1.0 -0.5 -1.2 0.27
H 1.813180 -1.389778 -0.462302 0.3 2.3 0.4 0.29
H 0.414369 -0.545851 -0.679222 -0.7 0.6 0.8 0.17
H 2.919740 0.897521 -1.030546 -0.2 0.2 -0.5 0.27
H 1.254647 1.643204 -1.073826 0.7 -0.2 0.3 0.31
H 3.692797 0.452622 1.579643 1.2 -0.5 0.4 0.40
H 4.583597 1.424436 0.427235 -0.3 0.4 -0.7 0.31
H 4.066751 2.091883 1.992154 0.0 0.6 0.3 0.34
H 0.038950 3.808910 1.300583 -0.3 -0.4 0.1 0.35
H 0.365444 2.875054 -0.165478 0.0 0.1 0.0 0.31
H -0.522846 2.057437 1.109210 -0.1 0.5 0.0 0.26
C -1.751969 -3.456714 0.007043 1.6 0.9 0.6 -1.13
C -2.393381 -2.340990 -0.733124 -2.5 -0.3 -0.2 0.83
C -3.446500 -1.580419 -0.282598 0.9 0.5 -0.1 -0.74
N -3.846113 -0.782919 -1.327689 0.5 -1.2 -0.4 -0.06
C -3.135167 -1.226881 -2.417003 -1.1 1.0 0.1 -0.22
N -2.273643 -2.141903 -2.097621 0.7 -0.2 0.0 -0.61
H -0.999291 -3.869187 -0.678208 -0.3 -0.4 0.5 0.29
H -2.353893 -4.189126 0.541749 -0.5 -0.2 -0.9 0.34
H -1.236543 -3.011021 0.872298 0.4 0.0 -0.3 0.29
H -3.882224 -1.499605 0.679990 -0.2 0.1 0.6 0.44
H -4.635917 -0.172775 -1.363861 -0.2 0.2 0.1 0.20
H -3.449695 -0.829090 -3.382696 0.7 -0.3 0.1 0.40